No. 1
The following is a DFT calculation (ωB97M-V with the def2-TZVPD basis set) of a structure of composition C16H10Co2O7.

Computed properties:
E   -3907.8456 hartree
Charge   -2
HOMO   -0.9 eV
ΔE to the lowest compared entry with this formula, charge and spin   0.0 kJ/mol

Positions of all 35 atoms, in Å:
C (-3.23410, 0.57469, 1.08814)
C (-1.87096, -0.07252, 1.11230)
C (-1.77661, -1.46890, 1.09596)
C (-0.51941, -2.09118, 1.08282)
C (0.64432, -1.35009, 1.12198)
C (0.60143, 0.10723, 1.19264)
O (1.62291, 0.82763, 1.34915)
C (-0.72476, 0.69672, 1.13516)
H (-3.14005, 1.66513, 1.08279)
H (-3.80432, 0.27713, 0.19836)
H (-3.83257, 0.28440, 1.96160)
H (-2.69565, -2.05466, 1.07060)
H (-0.45694, -3.17787, 1.04244)
H (1.63086, -1.81661, 1.13415)
H (-0.78866, 1.78590, 1.15865)
O (7.37610, 3.90851, 1.45568)
C (6.80126, 4.17042, 0.48144)
Co (5.90293, 4.51830, -0.97185)
C (4.62990, 5.59089, -0.39886)
O (3.84433, 6.32658, 0.03081)
C (7.01767, 5.37133, -2.01270)
O (7.78286, 5.95456, -2.65986)
C (5.49417, 2.67573, -1.60084)
C (4.41205, 2.07803, -0.92143)
C (4.08537, 1.42627, 0.19380)
Co (3.92338, 3.00522, -2.35579)
C (2.44349, 3.84009, -1.76602)
O (1.44789, 4.40039, -1.60371)
C (3.10742, 1.67582, -3.22443)
O (2.58951, 0.85470, -3.84726)
C (4.40081, 4.09163, -3.70456)
O (4.73715, 4.76770, -4.57812)
H (6.38566, 2.14562, -1.95503)
H (3.08080, 1.02984, 0.33066)
H (4.80204, 1.34596, 1.01479)

Löwdin atomic charge list, values in e, 2 entries: atom 1 (C): -0.093, atom 2 (C): -0.353


No. 2
The following is a DFT calculation (ωB97M-V with the def2-TZVPD basis set) of a structure of composition C16H10F6MoN3O2P.

Computed properties:
Multiplicity   4
E   -1938.3563 hartree
⟨S²⟩   3.7667
Charge   +3
HOMO (alpha / beta)   -18.5 / -19.1 eV
ΔE to the lowest compared entry with this formula, charge and spin   0.0 kJ/mol

Positions of all 39 atoms, in Å:
Mo (-0.29390, -0.65612, -1.23738)
O (2.50620, 1.47721, 3.90585)
C (2.37245, 2.37523, 4.71632)
O (2.31601, 3.17060, 5.50495)
C (1.82684, 1.05604, 2.68102)
C (0.77220, 1.76931, 2.17810)
C (0.22672, 1.26346, 1.00990)
N (0.69825, 0.13730, 0.44894)
C (1.76885, -0.49348, 0.95497)
C (2.37686, -0.05330, 2.11902)
C (2.21698, -1.63057, 0.12652)
C (3.29615, -2.42684, 0.39075)
C (3.61465, -3.45294, -0.50083)
C (2.83619, -3.63487, -1.62384)
C (1.75598, -2.79564, -1.83779)
N (1.44530, -1.80887, -0.97888)
C (-0.82647, 1.90901, 0.18858)
C (-1.56350, 3.01525, 0.51304)
C (-2.47222, 3.51509, -0.42162)
C (-2.58793, 2.90763, -1.65615)
C (-1.82843, 1.78297, -1.91890)
N (-0.98516, 1.27914, -1.00304)
H (0.39268, 2.68038, 2.62446)
H (3.23725, -0.54894, 2.55204)
H (3.89805, -2.27043, 1.27749)
H (4.46581, -4.09430, -0.31147)
H (3.05117, -4.41705, -2.33833)
H (1.12486, -2.90670, -2.70396)
H (-1.44836, 3.49997, 1.47441)
H (-3.07488, 4.38211, -0.18247)
H (-3.25558, 3.29684, -2.41319)
H (-1.88846, 1.26917, -2.86637)
F (-0.94786, -1.76462, -2.54514)
P (-4.23753, -1.33886, -1.37404)
F (-5.60413, -1.79897, -1.92675)
F (-2.73840, -0.84157, -0.76921)
F (-4.02469, -2.61833, -0.57283)
F (-3.62172, -1.15917, -2.75687)
F (-4.80024, -0.07509, -0.72730)

Löwdin atomic charge list, values in e, 2 entries: atom 1 (Mo): 1.763, atom 2 (O): 0.289


No. 3
The following is a DFT calculation (ωB97M-V with the def2-TZVPD basis set) of a structure of composition C16H11BF10N2O5RuS.

Computed properties:
Multiplicity   6
E   -2618.8676 hartree
⟨S²⟩   8.7596
Charge   -1
HOMO (alpha / beta)   -5.7 / -5.5 eV
ΔE to the lowest compared entry with this formula, charge and spin   90.5 kJ/mol

Positions of all 47 atoms, in Å:
Ru (-0.37796, -0.38017, -0.47513)
S (1.44649, -1.24546, -2.18716)
C (1.67719, -2.39882, -0.92466)
C (2.48081, -3.53893, -1.06136)
C (2.57459, -4.41128, 0.00176)
C (1.89509, -4.13489, 1.18655)
C (1.13987, -2.98021, 1.25061)
N (1.04033, -2.14326, 0.22383)
H (2.99491, -3.70633, -1.99672)
H (3.16661, -5.31357, -0.09337)
H (1.95064, -4.80530, 2.03254)
H (0.59902, -2.70317, 2.14818)
O (1.31040, 0.75054, 0.75764)
C (1.18617, 1.68823, -0.06692)
O (0.65568, 1.53647, -1.20327)
C (1.66149, 3.06732, 0.29616)
C (2.15252, 3.32662, 1.56734)
C (2.55610, 4.60948, 1.91061)
C (2.47426, 5.63615, 0.98843)
C (1.97987, 5.36089, -0.27963)
C (1.56290, 4.08897, -0.63610)
N (1.90150, 6.44005, -1.26103)
O (2.21875, 7.56341, -0.90002)
O (1.52003, 6.17196, -2.38425)
H (2.19558, 2.51934, 2.28543)
H (2.92195, 4.81600, 2.90761)
H (2.77996, 6.64420, 1.22562)
H (1.16071, 3.89233, -1.61787)
F (-1.01150, 2.49469, 1.85064)
B (-1.87547, 1.52303, 1.38405)
F (-1.35987, 0.20768, 1.72249)
F (-3.15302, 1.66750, 1.86348)
F (-1.85315, 1.49683, -0.05277)
C (-2.62897, -2.80553, 0.68812)
C (-2.52430, -2.56658, -0.82855)
O (-1.25726, -2.28223, -1.25255)
C (-3.56288, -1.44383, -1.25799)
F (-4.53545, -1.86601, -2.08820)
F (-2.93136, -0.44217, -1.91120)
F (-4.17690, -0.88064, -0.20640)
C (-2.92532, -3.88959, -1.53081)
F (-4.18064, -4.29980, -1.22337)
F (-2.09942, -4.88095, -1.13673)
F (-2.83732, -3.81002, -2.86500)
H (-2.30480, -1.90489, 1.21136)
H (-1.96010, -3.62368, 0.94662)
H (-3.64774, -3.04437, 0.99203)

Löwdin atomic charge list, values in e, 2 entries: atom 1 (Ru): 1.600, atom 2 (S): 0.655


- charge of number 1 (C16H10Co2O7)?
  -2